1.
Below is C6H6N2O in the gas phase, with properties calculated with the ωB97M-V functional and the def2-TZVPD basis.

Geometry as ORCA input:
```
! RIJCOSX wB97M-V def2-TZVPD def2/J DEFGRID3
* xyz 0 1
H -1.20 2.78 0.60
N -1.76 2.07 0.04
C -1.18 0.95 0.10
C -1.67 -0.36 -0.45
C -0.84 -1.33 -0.17
C 0.35 -0.87 0.58
C 1.71 -0.61 -0.19
C 1.33 0.86 -0.03
O 1.78 1.92 -0.36
N 0.12 0.58 0.67
H -2.60 -0.48 -0.95
H -0.98 -2.37 -0.44
H 0.47 -1.31 1.56
H 1.79 -0.99 -1.25
H 2.66 -0.84 0.28
*
```

Computed properties:
DFT total energy ... -416.94663 Ha
Gap between HOMO and LUMO ... 10.493 eV
HOMO ... -9.86 eV
Energy above the lowest of the compared OMol25 structures with the same formula, charge and spin ... 16.97 kcal per mole

Löwdin population analysis, charges in e, atoms 1 to 5:
1. H 0.095
2. N 0.154
3. C -0.354
4. C 0.002
5. C -0.037

2.
Below is a molecular structure, H2P2, with properties calculated with the ωB97M-V functional and the def2-TZVPD basis.

Geometry as ORCA input:
```
! RIJCOSX wB97M-V def2-TZVPD def2/J DEFGRID3
* xyz 0 1
P 0.69 -0.54 -0.25
P -1.00 0.36 0.57
H 0.57 -1.88 0.39
H -0.49 1.82 -0.35
*
```

Computed properties:
DFT total energy ... -683.81780 Ha
Gap between HOMO and LUMO ... 8.457 eV
HOMO ... -9.59 eV
Energy above the lowest of the compared OMol25 structures with the same formula, charge and spin ... 18.90 kcal per mole

How is the electron density shared among the atoms? According to Löwdin, the charges in e are:
1. P 0.167
2. P 0.154
3. H -0.219
4. H -0.102

3.
Below is a molecular structure, C3H2Br2O, with properties calculated with the ωB97M-V functional and the def2-TZVPD basis.

Geometry as ORCA input:
```
! RIJCOSX wB97M-V def2-TZVPD def2/J DEFGRID3
* xyz 0 1
C -2.27 0.67 1.39
C -1.15 0.22 1.12
C 1.47 -0.27 -0.49
O 0.81 -0.07 -1.73
Br 2.41 1.31 0.05
Br 2.09 -1.87 0.11
H -3.34 0.61 1.46
H -0.03 -0.59 -1.91
*
```

Computed properties:
DFT total energy ... -5338.49824 Ha
Gap between HOMO and LUMO (alpha / beta) ... 5.605 / 5.377 eV
HOMO (alpha / beta) ... -8.27 / -8.17 eV
Energy above the lowest of the compared OMol25 structures with the same formula, charge and spin ... 158.20 kcal per mole

Löwdin population analysis, charges in e, atoms 1 to 5:
1. C -0.218
2. C -0.185
3. C -1.186
4. O -0.126
5. Br 0.757

4.
Below is a molecular structure, C22H22N4O4S2Y, with properties calculated with the ωB97M-V functional and the def2-TZVPD basis.

Geometry as ORCA input:
```
! RIJCOSX wB97M-V def2-TZVPD def2/J DEFGRID3
* xyz 1 1
Y 1.67 -0.26 0.15
C 4.51 -1.05 -1.57
O 3.77 -1.45 -0.41
C 4.59 -1.76 0.72
C 3.70 -2.22 1.83
O 2.77 -1.19 2.19
C 3.17 -0.37 3.30
H 5.26 -1.81 -1.80
H 4.99 -0.09 -1.40
H 3.81 -0.97 -2.40
H 5.17 -0.88 1.00
H 5.28 -2.56 0.45
H 4.30 -2.49 2.70
H 3.11 -3.08 1.53
H 3.34 -1.01 4.17
H 2.35 0.31 3.52
H 4.07 0.20 3.06
N -5.10 1.38 -1.45
C -3.76 1.59 -1.37
C -3.14 1.86 -0.14
C -1.78 2.02 -0.06
C -1.00 1.91 -1.21
C -1.60 1.65 -2.45
C -2.96 1.49 -2.52
S 0.70 2.08 -1.22
O 1.11 3.27 -1.90
O 1.30 0.82 -1.79
N 1.13 1.99 0.35
C 2.47 2.37 0.52
S 3.05 3.98 0.55
C 4.64 3.39 0.81
C 4.64 2.04 0.84
N 3.40 1.45 0.69
H -5.69 1.59 -0.66
H -5.55 1.35 -2.35
H -3.75 1.94 0.75
H -1.31 2.23 0.90
H -0.99 1.57 -3.34
H -3.42 1.29 -3.48
H 5.48 4.05 0.91
H 5.52 1.43 0.99
N -8.18 -2.43 -0.39
C -7.04 -2.33 -0.27
C -5.60 -2.19 -0.14
C -5.05 -1.92 1.10
C -3.68 -1.76 1.22
C -2.86 -1.86 0.10
C -3.43 -2.14 -1.15
C -4.79 -2.31 -1.27
C -1.44 -1.65 0.21
C -0.25 -1.37 0.26
H -5.69 -1.84 1.97
H -3.23 -1.55 2.18
H -2.79 -2.22 -2.02
H -5.24 -2.53 -2.23
*
```

Computed properties:
DFT total energy ... -2206.03610 Ha
Gap between HOMO and LUMO ... 8.188 eV
HOMO ... -10.69 eV
Energy above the lowest of the compared OMol25 structures with the same formula, charge and spin ... 6.85 kcal per mole

Löwdin population analysis, charges in e, atoms 1 to 5:
1. Y 1.533
2. C -0.035
3. O -0.303
4. C -0.173
5. C -0.155

5.
Below is 2 unconnected molecules or ions with the total composition C5H12N2O, with properties calculated with the ωB97M-V functional and the def2-TZVPD basis.

Geometry as ORCA input:
```
! RIJCOSX wB97M-V def2-TZVPD def2/J DEFGRID3
* xyz 0 1
C 0.55 1.60 -1.34
C 0.23 1.13 -0.15
C -0.72 1.86 0.76
C 0.83 -0.13 0.39
C -0.29 -1.05 1.40
N 1.40 -0.95 -0.62
H 1.28 1.12 -1.97
H 0.10 2.50 -1.73
H -0.97 2.83 0.34
H -1.64 1.29 0.87
H -0.29 2.01 1.75
H 1.60 0.10 1.13
H 0.20 -2.01 1.55
H -0.30 -0.47 2.32
H -1.34 -1.20 1.18
H 1.75 -1.82 -0.25
H 0.74 -1.11 -1.41
N -0.77 -1.77 -1.72
O -1.61 -1.16 -1.05
H -0.74 -2.79 -1.44
*
```

Computed properties:
DFT total energy ... -382.29943 Ha
Gap between HOMO and LUMO (alpha / beta) ... 7.997 / 7.995 eV
HOMO (alpha / beta) ... -8.65 / -8.65 eV
Energy above the lowest of the compared OMol25 structures with the same formula, charge and spin ... 127.45 kcal per mole

Löwdin population analysis, charges in e, atoms 1 to 5:
1. C 0.048
2. C -0.363
3. C -0.064
4. C -0.353
5. C -0.039

6.
Below is a molecular structure, C37H91N6Na2O15, with properties calculated with the ωB97M-V functional and the def2-TZVPD basis.

Geometry as ORCA input:
```
! RIJCOSX wB97M-V def2-TZVPD def2/J DEFGRID3
* xyz 1 1
Na 19.30 -24.44 -6.51
Na 17.88 -23.19 -10.59
O 16.60 -20.85 -7.16
C 17.20 -22.09 -7.29
O 18.08 -22.39 -6.39
O 16.91 -22.79 -8.32
H 17.21 -20.45 -6.49
C 14.93 -24.94 -10.62
O 15.71 -24.17 -11.50
C 14.95 -23.21 -12.23
C 14.44 -22.02 -11.46
N 15.50 -21.38 -10.68
C 15.03 -20.11 -10.13
C 13.79 -20.17 -9.29
O 12.60 -20.24 -10.11
C 11.43 -19.99 -9.37
H 14.20 -24.33 -10.08
H 15.57 -25.27 -9.79
H 14.46 -25.77 -11.14
H 14.10 -23.70 -12.74
H 15.58 -22.87 -13.06
H 13.64 -22.36 -10.77
H 13.95 -21.30 -12.11
H 15.74 -22.00 -9.91
H 14.89 -19.38 -10.93
H 15.85 -19.72 -9.53
H 13.73 -19.26 -8.68
H 13.76 -21.09 -8.70
H 11.47 -19.01 -8.86
H 11.23 -20.75 -8.61
H 10.60 -19.91 -10.07
C 19.10 -29.87 -4.81
O 18.35 -28.70 -4.93
C 18.45 -28.16 -6.18
C 17.44 -27.02 -6.28
N 17.58 -26.10 -5.10
C 16.51 -25.12 -5.03
C 16.61 -24.37 -3.74
O 16.24 -25.21 -2.73
C 15.84 -24.49 -1.58
H 18.71 -30.60 -5.52
H 19.02 -30.19 -3.79
H 20.15 -29.68 -5.08
H 18.16 -28.90 -6.95
H 19.48 -27.83 -6.42
H 16.45 -27.51 -6.30
H 17.60 -26.47 -7.22
H 17.56 -26.70 -4.28
H 15.50 -25.55 -5.09
H 16.59 -24.43 -5.88
H 15.99 -23.47 -3.80
H 17.65 -24.04 -3.60
H 15.74 -25.18 -0.76
H 14.86 -24.04 -1.77
H 16.55 -23.67 -1.40
C 18.78 -19.73 -10.08
O 19.01 -20.95 -10.79
C 19.95 -20.81 -11.84
C 20.26 -22.18 -12.44
N 18.99 -22.84 -12.83
C 19.25 -24.12 -13.52
C 17.97 -24.70 -14.05
O 17.58 -23.93 -15.15
C 16.38 -24.37 -15.71
H 18.26 -19.93 -9.15
H 18.15 -19.03 -10.65
H 19.74 -19.23 -9.87
H 20.86 -20.35 -11.45
H 19.53 -20.16 -12.63
H 20.78 -22.82 -11.73
H 20.88 -21.96 -13.32
H 18.52 -22.22 -13.49
H 19.67 -24.81 -12.79
H 19.92 -24.02 -14.38
H 17.18 -24.73 -13.29
H 18.16 -25.75 -14.33
H 16.27 -23.85 -16.66
H 15.52 -24.09 -15.10
H 16.41 -25.45 -15.91
C 18.44 -17.74 -6.34
O 17.46 -16.92 -6.91
C 16.49 -17.64 -7.64
C 15.55 -16.69 -8.34
N 16.11 -16.25 -9.60
C 15.64 -14.97 -10.10
C 16.32 -14.60 -11.38
O 17.66 -14.37 -11.15
C 18.33 -13.93 -12.30
H 19.32 -17.13 -6.12
H 18.76 -18.54 -7.03
H 18.09 -18.17 -5.39
H 15.92 -18.31 -6.96
H 16.93 -18.33 -8.39
H 15.44 -15.81 -7.69
H 14.62 -17.24 -8.50
H 17.10 -16.41 -9.70
H 15.71 -14.13 -9.38
H 14.56 -15.07 -10.29
H 15.85 -13.64 -11.70
H 16.08 -15.28 -12.21
H 18.42 -14.72 -13.05
H 19.32 -13.61 -11.99
H 17.82 -13.06 -12.74
C 15.27 -19.62 -1.54
O 16.62 -19.59 -1.60
C 17.16 -19.85 -2.89
C 18.53 -20.54 -2.64
N 19.37 -20.52 -3.80
C 20.63 -21.23 -3.49
C 21.55 -21.31 -4.70
O 22.46 -22.39 -4.67
C 23.30 -22.32 -3.59
H 14.99 -19.61 -0.48
H 14.83 -20.56 -1.91
H 14.75 -18.77 -2.01
H 17.32 -18.91 -3.43
H 16.50 -20.53 -3.43
H 18.21 -21.57 -2.36
H 18.95 -20.10 -1.74
H 18.94 -21.05 -4.55
H 20.36 -22.24 -3.14
H 21.13 -20.64 -2.72
H 22.10 -20.36 -4.82
H 21.03 -21.38 -5.67
H 24.02 -23.13 -3.65
H 22.77 -22.41 -2.64
H 23.85 -21.36 -3.57
C 13.22 -22.53 -6.74
O 12.33 -23.00 -5.80
C 11.18 -22.19 -5.77
C 10.20 -22.67 -4.78
N 9.05 -21.77 -4.82
C 7.94 -22.26 -4.05
C 6.73 -21.37 -4.23
O 6.27 -21.49 -5.54
C 5.18 -20.65 -5.81
H 14.15 -23.08 -6.64
H 13.52 -21.48 -6.57
H 12.84 -22.58 -7.77
H 10.68 -22.19 -6.76
H 11.43 -21.13 -5.60
H 10.51 -22.64 -3.73
H 9.90 -23.71 -5.02
H 8.77 -21.57 -5.78
H 8.16 -22.26 -2.98
H 7.65 -23.30 -4.29
H 6.99 -20.32 -4.00
H 5.95 -21.66 -3.50
H 4.93 -20.72 -6.86
H 5.45 -19.60 -5.60
H 4.29 -20.90 -5.21
*
```

Computed properties:
DFT total energy ... -3245.76800 Ha
Gap between HOMO and LUMO ... 6.678 eV
HOMO ... -10.03 eV
Energy above the lowest of the compared OMol25 structures with the same formula, charge and spin ... 0.00 kcal per mole

Löwdin population analysis, charges in e, atoms 1 to 5:
1. Na 0.649
2. Na 0.483
3. O 0.056
4. C -0.691
5. O -0.101